No. 1
{
  "formula": "C2H3NS",
  "method": "wB97M-V/def2-TZVPD",
  "total_energy_ev": -14444.1158,
  "smiles": "C#CSN",
  "total_charge": 0,
  "e_homo_ev": -9.3,
  "de_lowest_ev": 3.3533,
  "elements": ["C", "C", "N", "S", "H", "H", "H"],
  "positions_angstrom": [[-1.5336, -1.3674, 0.2118], [-0.3581, -1.2132, -0.0174], [1.3023, 1.2700, -0.2332], [1.1547, -0.1962, -1.0340], [-2.5484, -1.4800, 0.4776], [0.3493, 1.6391, -0.2046], [1.6338, 1.3477, 0.7997]],
  "atomic_forces_ev_per_a": [[0.583, 0.069, 0.117], [2.185, 2.158, -2.079], [-0.863, 0.232, 2.181], [-1.751, -1.793, 2.301], [-0.331, -0.251, 0.144], [0.476, 0.507, -0.203], [-0.299, -0.921, -2.461]],
  "lowdin_charge": [-0.05, -0.33, -0.44, 0.72, 0.00, 0.01, 0.09]
}



No. 2
{
  "formula": "C2H3NS2",
  "method": "wB97M-V/def2-TZVPD",
  "total_energy_ev": -25282.1892,
  "smiles": "C1=NSCS1",
  "total_charge": 0,
  "e_homo_ev": -8.3,
  "de_lowest_ev": 0.3808,
  "elements": ["C", "C", "H", "H", "H", "N", "S", "S"],
  "positions_angstrom": [[0.1171, -1.3352, 0.0992], [0.5141, 1.2426, 0.0495], [0.0847, -1.9017, 1.0744], [0.0697, -2.1020, -0.6709], [1.0406, 2.1689, 0.1183], [-0.7964, 1.2793, 0.0495], [1.5346, -0.1555, -0.0567], [-1.4976, -0.2548, -0.0533]],
  "atomic_forces_ev_per_a": [[-1.181, 0.105, 0.882], [-2.703, 0.654, 0.068], [0.270, 0.987, -0.808], [0.281, 0.340, -0.314], [0.282, 0.597, -0.021], [2.924, -0.834, -0.008], [-1.184, -1.054, 0.098], [1.311, -0.796, 0.104]],
  "lowdin_charge": [-0.66, -0.64, 0.04, 0.01, 0.05, -0.40, 0.84, 0.76]
}